C36H77F3HgN9O11 as an isolated structure at a distorted geometry. Source: OMol25; level of theory: the ωB97M-V functional and the def2-TZVPD basis.

Results
Multiplicity: 4
Kohn-Sham gap (alpha / beta) in eV: 7.7 / 7.6
Total energy in Ha: -3191.2335
⟨S²⟩: 3.76
Lowest unoccupied orbital energy (alpha / beta) in eV: 0.34 / -1.00

Geometry (Å):
Hg: -1.1498 4.6061 -1.2384
C: -0.2971 2.0856 0.4552
O: -0.5931 2.1353 -0.9013
O: -0.5939 3.3808 0.8128
C: -1.0170 0.8802 1.2349
F: -2.2344 1.1885 1.6306
F: -1.0774 -0.2947 0.5340
F: -0.2381 0.5527 2.2946
C: 0.2212 1.2941 -1.8124
C: -0.3532 1.6070 -3.2373
H: -0.3202 0.7457 -3.9044
H: -1.3915 1.9328 -3.1748
H: 0.2283 2.4300 -3.6529
H: 0.1036 0.2571 -1.4980
H: 1.2881 1.5132 -1.7698
H: 0.7689 1.8636 0.5047
C: -0.6791 -2.7511 -3.2814
C: -0.8401 -4.0603 -2.4864
C: -0.8618 -3.5397 -1.0079
C: -1.4807 -4.5069 -0.0325
C: -2.7753 -5.0408 -0.4195
C: -2.7369 -5.6479 -1.8269
N: -2.1651 -4.7560 -2.8050
O: -2.2810 -5.1862 -4.2006
C: -2.2040 -7.0706 -1.7618
C: -4.2821 -5.8314 -2.0275
C: 0.4615 -5.0061 -2.6866
H: 0.1599 -2.1981 -2.8591
H: -1.5425 -2.0873 -3.2369
H: -0.4411 -2.8766 -4.3376
H: 0.1410 -3.2475 -0.6963
H: -1.3801 -2.5826 -0.9490
H: -1.5134 -4.0277 0.9460
H: -0.8071 -5.3589 0.0591
H: -3.5288 -4.2785 -0.2217
H: -2.8400 -5.9037 0.2433
H: -2.1199 -7.5311 -2.7462
H: -1.2364 -7.1276 -1.2632
H: -2.8333 -7.6249 -1.0655
H: -4.7910 -4.8707 -2.1068
H: -4.4571 -6.3795 -2.9532
H: -4.7383 -6.4399 -1.2466
H: 1.2774 -4.3199 -2.4593
H: 0.5609 -5.4423 -3.6805
H: 0.3928 -5.8465 -1.9959
C: -2.4946 -2.5230 5.3896
C: -1.1792 -1.7649 5.6033
C: -0.7753 -1.9386 7.1083
C: 0.5954 -1.3023 7.4275
C: 1.6557 -2.0278 6.6135
C: 1.3099 -2.0070 5.0795
N: -0.0638 -2.3933 4.8072
O: -0.3700 -2.5736 3.4336
C: 1.8126 -0.6709 4.4584
C: 2.3178 -3.0319 4.6050
C: -1.4360 -0.2920 5.3633
H: -3.3623 -2.2795 6.0027
H: -2.3428 -3.6009 5.4454
H: -2.9181 -2.3672 4.3974
H: -1.4602 -1.6590 7.9088
H: -0.6985 -3.0068 7.3107
H: 0.8544 -1.6254 8.4357
H: 0.4949 -0.2170 7.4309
H: 1.8584 -3.0270 6.9990
H: 2.6215 -1.5365 6.7315
H: 2.8371 -0.4363 4.7472
H: 1.5499 -0.6836 3.4006
H: 1.2488 0.2064 4.7754
H: 3.2954 -2.7013 4.9561
H: 2.0120 -4.0268 4.9286
H: 2.2966 -3.1931 3.5272
H: -2.4401 -0.0044 5.6752
H: -1.3492 -0.1199 4.2904
H: -0.7703 0.4577 5.7909
O: 0.5574 5.4476 5.1767
C: 0.0393 5.0282 4.1991
N: -0.1601 3.7278 3.8895
C: -0.4015 5.9192 3.0755
H: -0.5035 3.5342 2.9596
H: 0.2246 3.0905 4.5721
H: 0.3279 5.9247 2.2655
H: -0.4459 6.9710 3.3578
H: -1.3697 5.5161 2.7785
O: -1.8013 2.7831 -7.2232
C: -1.6438 3.6295 -6.3527
N: -2.6534 4.0614 -5.6612
C: -0.2532 4.2506 -6.2096
H: -3.5846 3.6951 -5.7981
H: -2.5488 4.7629 -4.9422
H: -0.4117 5.3055 -6.4334
H: 0.5032 3.7740 -6.8333
H: 0.0651 4.2151 -5.1678
O: 1.1050 4.7783 -1.9730
C: 2.1043 4.4271 -2.5147
N: 2.8456 3.4561 -1.9696
C: 2.5150 5.0302 -3.8243
H: 3.7217 3.1801 -2.3895
H: 2.5469 3.0838 -1.0795
H: 3.0853 5.9532 -3.7203
H: 1.6521 5.3184 -4.4247
H: 3.2704 4.3842 -4.2718
O: 4.4200 0.8497 2.6589
C: 4.2109 1.9605 3.1767
N: 5.0010 2.4620 4.0994
C: 2.9748 2.7482 2.7911
H: 4.5937 3.1943 4.6632
H: 5.6532 1.8347 4.5479
H: 2.8857 3.6899 3.3327
H: 2.0459 2.2752 3.1096
H: 3.0347 2.8936 1.7125
O: 2.6818 -0.9258 -1.9214
C: 3.0135 -0.6595 -0.7419
N: 3.5678 0.4881 -0.4906
C: 2.9088 -1.7336 0.3689
H: 3.7222 1.1855 -1.2046
H: 3.9366 0.7194 0.4208
H: 3.7744 -1.6354 1.0241
H: 2.8170 -2.7452 -0.0264
H: 2.1254 -1.5277 1.0982
O: 2.9122 1.5694 -4.6067
C: 2.3303 0.7391 -5.2764
N: 2.0587 -0.4845 -4.8095
C: 1.9390 1.0589 -6.7365
H: 1.6327 -1.2553 -5.3041
H: 2.2019 -0.4820 -3.8097
H: 1.8325 0.2030 -7.4029
H: 2.8331 1.5585 -7.1095
H: 1.0020 1.6114 -6.8058
O: -2.9947 3.4356 -2.0757
C: -3.9115 2.7914 -2.5070
N: -3.8505 1.5002 -2.7934
C: -5.1505 3.6323 -2.7878
H: -2.9965 0.9832 -2.6398
H: -4.6648 0.9028 -2.7962
H: -5.5876 3.8027 -1.8039
H: -5.8535 3.2216 -3.5126
H: -4.7898 4.5980 -3.1420

---

A 6-piece molecular cluster, C36H77N10O6 overall at a distorted geometry. Source: OMol25; level of theory: the ωB97M-V functional and the def2-TZVPD basis.

Results
Multiplicity: 1
Net charge: +1
Kohn-Sham gap in eV: 6.0
Total energy in Ha: -2416.6371
Lowest unoccupied orbital energy in eV: -3.20

Geometry (Å):
C: 4.6120 -1.5739 5.0955
C: 4.5453 -0.5547 3.9132
C: 3.1054 0.0059 3.6736
O: 2.9014 0.4766 2.3305
C: 3.4232 1.7740 2.1683
N: 3.9840 1.9914 0.8159
C: 4.6778 0.7830 0.2505
C: 3.8888 0.0276 -0.8822
C: 2.4659 0.5836 -1.1931
C: 1.3406 -0.2168 -0.4369
C: 0.0079 0.5991 -0.2981
C: -1.2550 -0.1881 -0.7447
C: -1.7367 -1.3012 0.2461
C: -1.5405 -0.9796 1.7520
C: -2.5530 0.0492 2.3491
C: -4.0030 -0.5525 2.3105
C: -5.1163 0.4375 1.8567
C: -4.7432 1.2763 0.5813
N: -4.4058 2.6718 0.8835
C: -5.1700 3.5576 1.6033
C: -4.5850 4.8347 1.6835
C: -3.3229 4.6716 0.9491
C: -3.2619 3.3471 0.4963
C: 4.8579 3.0628 0.7722
N: 5.5869 3.5396 1.8633
N: 5.0640 3.6623 -0.3917
N: 4.4366 3.2663 -1.5688
H: 4.5196 -2.5960 4.6735
H: 5.6051 -1.5472 5.5914
H: 3.8033 -1.3609 5.8223
H: 5.2142 0.2980 4.1901
H: 4.9680 -0.9473 2.9624
H: 2.8852 0.8184 4.4078
H: 2.3709 -0.7958 3.9084
H: 4.1301 1.9808 3.0028
H: 2.5749 2.4968 2.2847
H: 5.0040 0.0586 1.0222
H: 5.6211 1.1525 -0.2140
H: 3.8026 -1.0378 -0.5843
H: 4.4791 0.0635 -1.8230
H: 2.2777 0.3768 -2.2741
H: 2.3608 1.6770 -1.0731
H: 1.6972 -0.6567 0.5147
H: 1.0977 -1.0782 -1.1018
H: -0.0862 1.0233 0.7226
H: 0.1070 1.4637 -1.0027
H: -1.0664 -0.6818 -1.7290
H: -2.0437 0.5766 -0.9569
H: -2.7838 -1.5456 -0.0274
H: -1.1529 -2.2238 0.0105
H: -0.4904 -0.6815 1.9823
H: -1.6958 -1.9338 2.3149
H: -2.2834 0.1682 3.4256
H: -2.4507 1.0400 1.8613
H: -4.0712 -1.4603 1.6759
H: -4.2556 -0.8762 3.3551
H: -5.4615 1.0968 2.6820
H: -6.0081 -0.1668 1.5716
H: -3.8713 0.7678 0.1200
H: -5.5965 1.2822 -0.1248
H: -6.1185 3.1989 2.0262
H: -5.0013 5.7175 2.1759
H: -2.5828 5.4689 0.7914
H: -2.4396 2.9020 -0.0829
H: 6.2872 4.2302 1.5958
H: 5.0010 3.9425 2.5954
H: 5.7194 4.4391 -0.4709
H: 3.5440 3.7372 -1.6928
H: 5.0507 3.3689 -2.3702
C: -5.0172 0.2046 6.2508
C: -6.1890 -0.3266 5.4621
O: -6.0445 -1.0903 4.5192
N: -7.4331 0.0756 5.8346
C: -7.8005 0.9698 6.9160
H: -4.0974 -0.2021 5.8373
H: -4.9777 1.2932 6.1826
H: -5.0943 -0.1012 7.2954
H: -8.1683 -0.3164 5.2660
H: -8.4576 0.4381 7.6063
H: -8.3410 1.8224 6.5015
H: -6.9304 1.3286 7.4573
C: 1.3223 -2.8577 -4.8477
C: 0.4418 -1.7933 -4.2431
O: 0.0578 -1.8468 -3.0793
N: 0.0764 -0.7541 -5.0321
C: 0.4204 -0.5091 -6.4223
H: 1.5269 -3.6176 -4.0975
H: 0.8189 -3.3297 -5.6926
H: 2.2697 -2.4252 -5.1732
H: -0.5112 -0.0819 -4.5618
H: 0.9402 0.4472 -6.4896
H: -0.4994 -0.4504 -7.0010
H: 1.0542 -1.2912 -6.8303
C: -2.5644 -4.9457 -0.7730
C: -3.5360 -4.5980 0.3280
O: -4.1105 -3.5210 0.3714
N: -3.7602 -5.5318 1.2905
C: -3.1785 -6.8546 1.4090
H: -2.4903 -4.1061 -1.4601
H: -1.5748 -5.1418 -0.3565
H: -2.9159 -5.8185 -1.3259
H: -4.4193 -5.2328 1.9937
H: -3.9799 -7.5955 1.3981
H: -2.6481 -6.9236 2.3605
H: -2.4868 -7.0661 0.5992
C: -3.1128 1.7013 -5.5222
C: -2.9019 1.2067 -6.9325
O: -1.8667 1.4211 -7.5499
N: -3.9102 0.5037 -7.5091
C: -5.1985 0.1524 -6.9409
H: -2.2263 2.2429 -5.1998
H: -3.9667 2.3788 -5.4820
H: -3.2733 0.8597 -4.8453
H: -3.7038 0.2043 -8.4502
H: -5.2972 -0.9343 -6.9347
H: -5.9867 0.5742 -7.5665
H: -5.3094 0.5260 -5.9276
C: 10.7850 -0.3698 -2.2217
C: 9.8753 0.8040 -2.4812
O: 10.1400 1.6673 -3.2978
N: 8.7166 0.8797 -1.7603
C: 8.2211 -0.0343 -0.7506
H: 11.6571 -0.2906 -2.8649
H: 11.1179 -0.3685 -1.1823
H: 10.2700 -1.3051 -2.4472
H: 8.1608 1.6887 -1.9878
H: 7.2499 -0.4159 -1.0751
H: 8.0940 0.5172 0.1846
H: 8.8975 -0.8672 -0.5868

---

A 6-piece molecular cluster, C36H79BI2NO4S overall at a distorted geometry. Source: OMol25; level of theory: the ωB97M-V functional and the def2-TZVPD basis.

Results
Multiplicity: 1
Net charge: -1
Kohn-Sham gap in eV: 6.4
Total energy in Ha: -2793.2343
Lowest unoccupied orbital energy in eV: 1.93

Geometry (Å):
C: -3.2099 3.0080 -2.2106
C: -3.7089 3.2130 -3.7552
B: -3.3908 1.9042 -4.6966
O: -2.5531 2.1554 -5.8485
C: -3.9400 0.3786 -4.3486
I: -5.8233 0.6855 -3.2424
C: -4.3411 -0.4009 -5.6894
O: -4.6248 0.2401 -6.7717
O: -4.4607 -1.7961 -5.7658
N: -2.8579 -0.2665 -3.5396
S: -1.6114 -0.9667 -4.5164
C: -3.3739 -1.1980 -2.4960
C: -2.1785 -2.2003 -2.0201
O: -2.2879 -3.4404 -2.1951
I: -0.3847 -1.3764 -1.0191
H: -4.1240 2.9896 -1.5012
H: -2.6942 1.9836 -2.1381
H: -2.5245 3.8451 -1.8479
H: -3.1228 4.1402 -4.1335
H: -4.8077 3.5198 -3.7520
H: -2.5109 3.1128 -6.0501
H: -0.5009 -0.1179 -4.5313
H: -3.7015 -0.6640 -1.5223
H: -4.1838 -1.8713 -2.9371
C: -2.8859 -10.3682 -3.3233
C: -1.4629 -9.8814 -3.5649
C: -0.8905 -9.0850 -2.3912
C: -1.6360 -7.7855 -2.0645
C: -1.7336 -6.7856 -3.2169
C: -0.3785 -6.2796 -3.6904
H: -3.5794 -9.5348 -3.1911
H: -3.2339 -10.9562 -4.1764
H: -2.9356 -11.0014 -2.4329
H: -1.4261 -9.2920 -4.4860
H: -0.8227 -10.7547 -3.7338
H: 0.1610 -8.8599 -2.5984
H: -0.8905 -9.7176 -1.4961
H: -1.1314 -7.3029 -1.2175
H: -2.6464 -8.0226 -1.7162
H: -2.3268 -5.9285 -2.8829
H: -2.2779 -7.2217 -4.0585
H: 0.1618 -5.7936 -2.8742
H: -0.5077 -5.5490 -4.4930
H: 0.2420 -7.0905 -4.0804
C: 2.3058 -0.8092 -3.8734
C: 2.7514 -2.2436 -3.6219
C: 3.4768 -2.4244 -2.2875
C: 4.7868 -1.6398 -2.1504
C: 5.8369 -1.9379 -3.2206
C: 6.3135 -3.3836 -3.2087
H: 3.1572 -0.1260 -3.9277
H: 1.7669 -0.7428 -4.8219
H: 1.6377 -0.4640 -3.0793
H: 3.3776 -2.5864 -4.4516
H: 1.8641 -2.8861 -3.6215
H: 3.6729 -3.4910 -2.1354
H: 2.8078 -2.1242 -1.4736
H: 5.2154 -1.8550 -1.1626
H: 4.5712 -0.5665 -2.1564
H: 6.7009 -1.2852 -3.0505
H: 5.4563 -1.6845 -4.2132
H: 6.7452 -3.6428 -2.2386
H: 7.0815 -3.5349 -3.9720
H: 5.4985 -4.0791 -3.4201
C: -2.2535 1.6065 1.9236
C: -3.4233 2.3015 2.6083
C: -3.8269 3.6116 1.9297
C: -2.7474 4.7000 1.9278
C: -2.2335 5.1059 3.3091
C: -3.3118 5.7091 4.1981
H: -1.3497 2.2199 1.9488
H: -2.0278 0.6634 2.4276
H: -2.4890 1.3840 0.8791
H: -3.1863 2.4698 3.6638
H: -4.2851 1.6253 2.5917
H: -4.7308 3.9952 2.4149
H: -4.1094 3.4043 0.8919
H: -3.1539 5.5873 1.4251
H: -1.8998 4.3720 1.3180
H: -1.4358 5.8455 3.1789
H: -1.7757 4.2518 3.8146
H: -3.7484 6.5963 3.7327
H: -2.8852 6.0064 5.1601
H: -4.1140 4.9957 4.4004
C: 10.2777 -1.1628 -1.5957
C: 9.1089 -0.4669 -0.9103
C: 8.7056 0.8433 -1.5891
C: 9.7856 1.9315 -1.5921
C: 10.3007 2.3381 -0.2113
C: 9.2234 2.9425 0.6786
H: 11.1818 -0.5499 -1.5714
H: 10.5037 -2.1059 -1.0918
H: 10.0411 -1.3853 -2.6399
H: 9.3467 -0.2986 0.1446
H: 8.2467 -1.1430 -0.9260
H: 7.8025 1.2274 -1.1036
H: 8.4223 0.6357 -2.6269
H: 9.3790 2.8185 -2.0949
H: 10.6328 1.6027 -2.2024
H: 11.0986 3.0774 -0.3428
H: 10.7587 1.4842 0.2943
H: 8.7868 3.8294 0.2129
H: 9.6503 3.2406 1.6398
H: 8.4211 2.2300 0.8821
C: -7.0916 5.7815 10.2109
C: -5.9442 4.7796 10.2000
C: -4.7475 5.2422 9.3671
C: -5.0338 5.4370 7.8736
C: -5.5724 4.2032 7.1489
C: -4.5986 3.0331 7.1495
H: -7.4976 5.9398 9.2093
H: -7.9048 5.4174 10.8439
H: -6.7625 6.7470 10.6051
H: -6.3061 3.8081 9.8497
H: -5.6079 4.6278 11.2316
H: -3.9329 4.5212 9.4911
H: -4.3739 6.1888 9.7732
H: -4.1054 5.7587 7.3844
H: -5.7428 6.2607 7.7428
H: -5.7864 4.4768 6.1100
H: -6.5253 3.8887 7.5821
H: -3.6550 3.3122 6.6738
H: -5.0201 2.1900 6.5959
H: -4.3843 2.6865 8.1631